No. 1
A structure of composition C19H46InO11P2 in a non-equilibrium geometry, computed with the ωB97M-V functional and the def2-TZVPD basis.

Computed properties:
* electronic energy: -66722.2528 eV
* charge: -1

Last column: Mulliken charge in e.
Geometry (Å):
1 C 2.90610 -1.73504 4.61680  -0.997
2 C 2.92559 -2.88734 3.58460  -0.511
3 C 2.83498 -2.40407 2.13754  -0.115
4 C 4.21010 -2.14071 1.44600  -0.395
5 O 5.31191 -2.39987 2.27323  -0.761
6 In 6.59406 -0.70435 2.16126  0.860
7 C 5.51624 0.89987 3.34294  -0.746
8 O 5.09394 1.96261 2.40090  -0.310
9 C 5.71974 3.12955 2.65019  0.685
10 C 4.77265 4.24538 3.06938  -0.959
11 O 6.91359 3.28412 2.54097  -0.559
12 H 3.94190 -1.42618 4.75890  0.139
13 H 2.52451 -2.08866 5.57916  0.376
14 H 2.28235 -0.90331 4.28595  0.278
15 H 3.81347 -3.47982 3.79446  0.302
16 H 2.05081 -3.51912 3.78299  0.367
17 H 2.30618 -3.17203 1.56086  0.109
18 H 2.20943 -1.50718 2.06737  0.176
19 H 4.27836 -2.74906 0.52963  0.227
20 H 4.21931 -1.08347 1.13237  0.171
21 H 6.61647 -0.25071 0.42659  -0.368
22 H 8.23448 -1.04978 2.75205  -0.372
23 H 4.59731 0.50179 3.77699  0.046
24 H 6.12614 1.28463 4.16332  0.507
25 H 3.75359 3.96651 2.80772  0.314
26 H 4.84216 4.34190 4.15365  0.233
27 H 5.03283 5.18636 2.58975  0.312
28 O -0.64512 -3.86694 0.07117  -0.729
29 P -1.81312 -3.06644 -0.42444  1.074
30 O -2.34185 -2.63175 1.08624  -0.291
31 C -1.58796 -1.66470 1.82495  -0.444
32 C -1.84149 -0.25058 1.33116  -0.637
33 O -2.82121 -4.32801 -0.76006  -0.353
34 C -2.31648 -5.57107 -1.24759  -0.374
35 C -2.30542 -6.60114 -0.13752  -1.153
36 O -2.89681 -1.99686 -1.06402  -0.220
37 C -4.30038 -2.22512 -1.20311  -0.240
38 C -5.04973 -2.37215 0.10160  -1.050
39 H -0.52175 -1.90430 1.77839  0.299
40 H -1.89781 -1.75402 2.86682  0.277
41 H -1.47068 -0.11430 0.31300  -0.072
42 H -1.34310 0.47601 1.97384  0.540
43 H -2.90955 -0.03176 1.31252  0.161
44 H -1.32586 -5.45169 -1.68509  0.361
45 H -2.98622 -5.89848 -2.04743  0.340
46 H -1.74814 -6.24228 0.72724  0.267
47 H -1.85926 -7.53695 -0.47854  0.394
48 H -3.32364 -6.80273 0.20069  0.297
49 H -4.48776 -3.06642 -1.86878  0.306
50 H -4.67962 -1.34098 -1.72310  0.398
51 H -4.79543 -3.29993 0.61078  0.259
52 H -6.12458 -2.38015 -0.09305  0.413
53 H -4.82098 -1.55065 0.77904  0.211
54 O -1.85136 2.20612 -1.08121  -0.608
55 P -1.48029 3.15569 -2.16685  0.968
56 O -2.92086 3.78645 -2.63792  -0.307
57 C -3.61693 4.64994 -1.73919  -0.331
58 C -3.01914 6.04641 -1.71658  -0.966
59 O -1.19606 2.08890 -3.37981  -0.313
60 C -0.80416 0.73866 -3.11356  -0.510
61 C -1.97641 -0.19751 -3.31584  -0.873
62 O -0.55420 4.29838 -2.86646  -0.354
63 C -0.22065 4.34735 -4.25841  -0.189
64 C -1.39926 4.56626 -5.17885  -0.909
65 H -3.62603 4.21766 -0.73443  0.264
66 H -4.64989 4.69716 -2.08514  0.317
67 H -2.00855 6.03391 -1.30271  0.269
68 H -3.62903 6.71639 -1.10881  0.410
69 H -2.94760 6.45129 -2.72620  0.189
70 H -0.38734 0.63929 -2.11218  0.316
71 H -0.00810 0.49169 -3.81961  0.351
72 H -2.83363 0.10240 -2.71554  0.126
73 H -1.70762 -1.21697 -3.05191  0.291
74 H -2.29856 -0.17959 -4.35997  0.413
75 H 0.35346 3.46888 -4.54542  0.230
76 H 0.46060 5.19528 -4.35607  0.352
77 H -2.05477 3.69754 -5.20764  0.251
78 H -1.04240 4.75009 -6.19390  0.399
79 H -1.99545 5.41972 -4.85606  0.172


No. 2
A structure of composition C19H46LiN2O15P in a non-equilibrium geometry, computed with the ωB97M-V functional and the def2-TZVPD basis.

Computed properties:
* electronic energy: -63624.5766 eV

Last column: Mulliken charge in e.
Geometry (Å):
1 C 1.37885 6.12386 -0.04181  -0.794
2 N 2.71596 5.62865 -0.68681  0.398
3 C 2.60899 6.16756 -2.05191  -1.282
4 C 3.83485 6.32945 0.09905  -1.418
5 C 2.80295 4.18901 -0.77398  -0.914
6 C 2.96941 3.45135 0.51377  -1.136
7 O 3.10323 2.02445 0.33859  -0.600
8 H 0.51363 5.58690 -0.26480  0.388
9 H 1.10048 7.26937 -0.19919  0.295
10 H 1.49913 6.02684 1.18298  0.324
11 H 1.92362 5.62690 -2.62693  0.407
12 H 3.44995 5.80282 -2.42264  0.670
13 H 2.66909 7.28229 -2.06889  0.367
14 H 3.84089 6.06791 1.10848  0.423
15 H 3.70765 7.37875 0.07985  0.494
16 H 4.69797 6.40962 -0.25242  0.675
17 H 3.80231 3.81663 -1.34832  0.075
18 H 2.13060 3.82447 -1.39246  1.006
19 H 2.11337 3.61703 1.22562  0.278
20 H 3.81712 3.71219 0.94802  0.702
21 H 2.28366 1.74569 -0.06715  0.316
22 C -3.03954 -1.88618 0.13804  -0.115
23 N -4.29429 -1.53554 -0.47568  0.489
24 C -4.23799 0.00072 -0.67873  -0.791
25 C -4.33621 -2.14029 -1.85574  -0.859
26 C -5.38393 -1.84964 0.47453  -0.147
27 C -6.76960 -1.68158 -0.06091  -0.592
28 O -7.76137 -1.65909 1.03440  -0.587
29 H -2.88585 -1.43250 1.20269  0.105
30 H -2.34309 -1.36995 -0.37098  -0.650
31 H -3.12692 -2.98035 0.02117  0.539
32 H -3.20525 0.25024 -0.90792  0.157
33 H -4.39738 0.53190 0.26814  0.357
34 H -5.19956 0.49046 -1.28231  0.252
35 H -3.37586 -1.65071 -2.37729  0.113
36 H -5.13058 -1.58120 -2.32778  0.481
37 H -4.40579 -3.13679 -1.69169  0.484
38 H -5.26566 -1.25238 1.30525  0.336
39 H -5.19507 -3.10751 0.77716  0.222
40 H -7.12166 -2.44293 -0.89851  0.276
41 H -6.89991 -0.78000 -0.57506  0.324
42 H -7.76787 -0.63188 1.59624  0.357
43 Li 0.15279 -0.30196 0.44749  0.907
44 P -0.35770 2.13695 -0.24737  0.393
45 O -1.15445 0.94050 0.16717  -0.742
46 O 0.97081 1.17246 -0.21210  -0.054
47 O -0.36099 3.08505 0.88611  -0.844
48 O -0.62101 2.61094 -1.60636  -0.981
49 C -0.14738 -4.67214 -0.73876  -0.687
50 O -0.64439 -3.88549 -1.76144  -0.430
51 C -0.44980 -2.57464 -1.80140  0.482
52 O 0.04134 -1.91566 -0.89271  0.399
53 O -0.92259 -1.96676 -2.85845  -0.488
54 C -0.76650 -0.53742 -2.97417  -0.723
55 H 0.26579 -5.46313 -1.16325  0.497
56 H -0.86164 -5.00365 -0.01515  0.263
57 H 0.61234 -4.25921 0.01246  0.088
58 H -1.13974 -0.29302 -3.99981  0.231
59 H 0.11776 -0.13049 -2.87363  0.503
60 H -1.43049 0.01078 -2.34908  0.112
61 C 4.58263 -4.82720 1.42213  -0.612
62 O 4.61015 -3.50112 0.87053  -0.373
63 C 3.86159 -3.13341 -0.07114  0.989
64 O 3.13939 -3.94199 -0.71602  -0.668
65 O 3.87695 -1.86550 -0.36391  -0.307
66 C 3.23721 -1.29607 -1.37299  -0.798
67 H 3.58443 -5.03165 1.68165  0.201
68 H 5.43441 -5.12229 2.05261  0.277
69 H 4.73889 -5.48694 0.54177  0.292
70 H 3.87185 -0.65854 -1.87482  0.497
71 H 2.24455 -1.06848 -1.40029  0.105
72 H 3.36506 -1.92556 -2.26192  0.346
73 C 1.06692 0.66034 3.15169  -0.694
74 O 0.75010 -0.49781 3.83199  -0.458
75 C 0.49187 -1.67182 3.22487  0.565
76 O 0.41246 -1.77331 1.95705  -0.456
77 O 0.27744 -2.65020 4.02622  -0.435
78 C -0.19528 -3.92738 3.63541  -0.404
79 H 1.48558 1.46040 3.80701  0.252
80 H 0.25550 1.14366 2.43570  0.249
81 H 1.80923 0.36630 2.59744  0.438
82 H -0.89263 -4.25867 4.18654  0.442
83 H 0.60447 -4.68571 3.34083  0.193
84 H -0.73725 -3.49669 2.66401  0.007


No. 3
A cluster of 4 separate species, C19H46N3O9 in total in a non-equilibrium geometry, computed with the ωB97M-V functional and the def2-TZVPD basis.

Computed properties:
* electronic energy: -43336.0033 eV
* charge: -1

Last column: Mulliken charge in e.
Geometry (Å):
1 C 1.37342 0.96666 -1.07147  0.753
2 O 2.33242 1.08966 -0.42747  -0.750
3 O 0.13442 0.79166 -0.40347  -0.559
4 O 1.25442 0.86966 -2.29647  -0.830
5 H 0.32842 0.77866 0.51253  0.190
6 C 3.86442 0.16966 -7.91947  -0.847
7 O 4.08742 0.23266 -6.56347  -0.253
8 C 3.11842 0.93866 -5.88547  -0.524
9 C 3.72042 1.37466 -4.48047  -0.546
10 N 2.98642 2.49566 -3.92447  -0.259
11 C 3.71542 3.24166 -2.95547  -0.231
12 C 2.85142 4.32366 -2.28647  -0.474
13 O 3.63942 5.12566 -1.42747  -0.368
14 C 2.92242 5.52566 -0.24847  -0.404
15 H 3.75642 1.20866 -8.12747  0.375
16 H 3.03342 -0.24834 -8.22047  0.399
17 H 4.62442 -0.40734 -8.53447  0.209
18 H 2.12942 0.37266 -5.85647  0.319
19 H 2.97842 1.98066 -6.43047  0.270
20 H 4.67542 1.94566 -4.86147  0.234
21 H 3.81942 0.55466 -3.85247  0.295
22 H 2.13842 2.12566 -3.63247  0.413
23 H 4.84442 3.49966 -3.30547  0.249
24 H 4.06842 2.53966 -2.08447  0.049
25 H 1.91142 3.93366 -1.85647  0.325
26 H 2.42242 5.17966 -3.06347  0.181
27 H 2.04142 6.19066 -0.55047  0.254
28 H 3.56442 6.12566 0.32053  0.357
29 H 2.57642 4.50366 0.34953  0.018
30 C -8.51558 -6.43434 1.15353  -0.841
31 O -8.08358 -5.35234 1.49653  -0.213
32 C -6.72858 -4.99334 1.29253  -0.617
33 C -6.52858 -3.58334 1.78253  -0.514
34 N -5.06058 -3.26834 1.85753  -0.268
35 C -4.85958 -1.99734 2.38853  -0.529
36 C -3.32158 -1.68734 2.17453  -0.536
37 O -3.06758 -0.49634 2.84653  -0.411
38 C -1.64058 -0.19134 2.74553  -0.637
39 H -9.30158 -6.57934 1.92153  0.264
40 H -7.98658 -7.28234 1.52653  0.376
41 H -8.84258 -6.41434 0.04553  0.230
42 H -6.42758 -4.92034 0.26053  0.288
43 H -6.12358 -5.72334 1.77753  0.374
44 H -7.08958 -3.74634 2.90053  0.246
45 H -6.99958 -2.85334 1.20153  0.418
46 H -4.76958 -3.16834 0.93353  0.247
47 H -5.33058 -1.90334 3.42353  0.279
48 H -5.61558 -1.33934 1.74453  0.246
49 H -3.12458 -1.38034 1.07653  0.248
50 H -2.71458 -2.51434 2.37853  0.443
51 H -1.39058 -0.00034 1.70953  0.380
52 H -1.00258 -0.77834 3.39953  0.364
53 H -1.52658 0.80766 3.25353  0.127
54 C 0.51942 4.79166 3.36653  -0.802
55 O 1.18442 3.78766 3.52853  -0.383
56 C 0.92442 2.61666 2.70253  0.150
57 C 1.77442 1.43766 3.26253  -1.167
58 N 1.61042 0.34866 2.32853  0.308
59 C 2.08542 -0.99634 2.72253  -1.341
60 C 2.16042 -1.87634 1.42153  -0.448
61 O 2.81042 -3.10434 1.69453  -0.363
62 C 2.87042 -3.97034 0.64253  -0.622
63 H 0.85142 5.61766 3.94153  0.290
64 H -0.62858 4.75866 3.62353  0.225
65 H 0.51542 4.88666 2.38753  0.416
66 H 1.46942 2.83166 1.85553  -0.101
67 H -0.17858 2.38066 2.63453  0.207
68 H 1.33842 1.27066 4.14253  0.534
69 H 2.76542 1.65966 3.40053  0.497
70 H 1.94942 0.60066 1.44553  0.212
71 H 1.45642 -1.54934 3.34353  0.336
72 H 2.99442 -1.16434 2.96353  0.724
73 H 2.75642 -1.35934 0.68153  0.353
74 H 1.19042 -1.85634 0.91953  0.425
75 H 3.51342 -3.48234 -0.28447  0.233
76 H 1.90042 -4.19234 0.17253  0.291
77 H 3.30542 -5.06634 0.89553  0.217


| no. | LUMO level (eV) |
| --- | --- |
| 1 | 0.57 |
| 2 | -0.10 |
| 3 | 2.27 |